[1]
The following is a DFT calculation (the ωB97M-V functional and the def2-TZVPD basis) of C30H61BrO3RuSi7 as an isolated structure.

```
! RIJCOSX wB97M-V def2-TZVPD def2/J DEFGRID3
* xyz -1 2
Ru 0.5087 0.6470 0.0537
Br 2.2030 0.2832 2.0796
Si 0.3600 -1.5952 -0.7666
Si -1.6260 -2.6240 -1.6733
Si -0.6593 -3.4620 2.5456
Si -0.1243 4.0871 0.1471
Si 1.9908 2.7766 -1.7329
Si -1.0489 2.5181 -2.4193
Si 1.9689 -3.4054 -0.3488
O 2.3711 -0.9201 -4.1069
O 2.5815 1.3637 -1.0588
O 1.3650 -1.0736 -2.1247
C 0.8139 0.5120 3.4230
C -0.5145 0.6283 2.9657
C 3.1487 4.1549 -1.1179
C 0.8951 3.9742 1.7490
C -1.1221 4.1080 -3.4874
C 3.8419 0.7781 -1.3175
C 1.1736 0.4153 4.7397
C -2.8596 2.2401 -1.8913
C 2.2984 2.7215 -3.6046
C 0.1736 0.4667 5.7172
C -3.2161 -1.7249 -1.1162
C 1.4595 -5.2249 -0.0631
C 0.2395 2.7232 -1.0853
C -1.8055 -2.7975 -3.5667
C -1.9159 4.2840 0.7389
C -2.2094 -2.3881 2.5722
C -1.5151 0.6951 3.9914
C 0.2454 5.8013 -0.6106
C 1.4873 -1.3407 -3.3948
C -2.8658 0.8252 3.6166
C 3.0680 -3.5608 -1.9039
C 3.1945 -3.0346 1.0589
C -1.9062 -4.3835 -0.9949
C -2.2293 0.7966 1.2953
C -1.1418 0.5991 5.3513
C -0.7504 1.0607 -3.5946
C -1.0817 -5.2689 2.9701
C 0.5850 -2.7913 3.8014
C -0.8744 0.7127 1.5882
C -3.2149 0.8516 2.2887
H -3.0298 -1.1098 -0.2333
H -3.0966 2.6964 -0.9306
H -1.3870 3.8898 -4.5265
H -2.2742 3.3887 1.2418
H -1.0243 -5.0200 -1.0559
H 0.8877 -5.6270 -0.9007
H -1.4946 1.0510 -4.3964
H 1.1208 -1.9367 3.3867
H -1.6727 -5.7306 2.1765
H 2.9424 4.4373 -0.0854
H 0.7102 -2.0188 -3.7953
H -2.1947 -4.3302 0.0588
H 0.4401 0.3990 6.7644
H 4.0557 0.0494 -0.5315
H -3.6231 -1.0758 -1.8949
H 1.4851 3.1787 -4.1719
H 3.6417 -2.0442 0.9466
H 1.9341 4.2819 1.6175
H -2.7151 -4.8767 -1.5406
H -3.0958 1.1755 -1.8251
H 3.8367 -4.3251 -1.7619
H -2.5284 0.8494 0.2578
H -1.9734 5.1144 1.4485
H -0.1694 -5.8577 3.0881
H -3.5250 2.6833 -2.6375
H 1.3227 -3.5413 4.0941
H -2.4370 -2.0736 3.5960
H 4.1886 3.8210 -1.1665
H 0.0730 -2.4426 4.7045
H -3.0838 -2.9054 2.1717
H 0.8965 2.9530 2.1274
H 3.2197 3.2479 -3.8660
H 2.7036 -3.0623 2.0344
H -1.6517 -5.3467 3.9014
H -0.1652 4.6339 -3.4851
H -1.8743 4.7964 -3.0912
H -2.7494 -3.2893 -3.8141
H 3.8380 0.2665 -2.2830
H 2.4813 -3.8438 -2.7828
H -2.0505 -1.4818 1.9848
H 0.4145 6.5534 0.1660
H -1.9139 0.6240 6.1114
H -0.8422 0.1235 -3.0401
H 4.0047 -3.7689 1.0664
H -1.7980 -1.8209 -4.0565
H 1.1266 5.7795 -1.2538
H -3.6203 0.8883 4.3928
H 3.5702 -2.6196 -2.1389
H -3.9871 -2.4540 -0.8545
H -4.2600 0.9390 2.0115
H 0.2365 1.0827 -4.0583
H -0.9988 -3.3926 -4.0030
H 2.3620 -5.8356 0.0334
H 2.2170 0.3123 5.0068
H 0.8658 -5.3522 0.8448
H -2.5915 4.5170 -0.0871
H 2.3987 1.6867 -3.9424
H 3.0659 5.0552 -1.7309
H -0.5986 6.1374 -1.2187
H 4.6341 1.5348 -1.3154
H 0.4603 4.6069 2.5282
*
```

Its expectation value of S² is 0.7563. Its frontier orbital gap (alpha / beta) is 6.465 / 5.900 eV. Its energy is -166016.4509 eV.

[2]
The following is a DFT calculation (the ωB97M-V functional and the def2-TZVPD basis) of a 9-piece molecular cluster, C30H61N3O18 overall.

```
! RIJCOSX wB97M-V def2-TZVPD def2/J DEFGRID3
* xyz 0 1
O 13.4762 15.2530 1.4368
O 14.7409 19.8628 -0.8610
O 12.3458 22.1008 -4.5806
O 10.7528 17.3603 -6.9361
O 3.2672 14.6188 0.3415
O 6.8727 18.0677 -5.1433
O 12.6610 19.3736 -0.8868
O 5.9975 14.4854 -7.7781
O 3.7689 14.8493 -7.0327
O 5.3551 14.5715 -5.5172
O 3.8324 12.5049 0.4360
O 10.9824 18.7285 -4.3067
O 7.9031 16.4259 -2.6196
O 1.6532 13.0658 -0.0370
O 14.2004 17.6407 -1.1115
O 12.8640 15.3429 3.6495
O 7.4767 14.8208 0.6073
O 11.4965 14.9033 1.9141
N 4.6485 20.8884 0.6308
N 12.5503 20.4247 -8.5859
N 8.3154 19.2831 0.4596
C 2.7835 13.4041 0.2197
C 8.0541 20.2483 1.0618
C 11.4556 17.4264 -4.5801
C 8.1447 18.0786 -4.5339
C 12.0529 23.3667 -4.0811
C 8.1095 17.8088 -3.0066
C 11.5115 18.5020 -0.9732
C 12.6401 15.2409 2.4038
C 10.1880 21.4122 -7.7534
C 7.4989 16.2916 -1.2775
C 5.1762 18.3873 1.2894
C 2.4412 15.7099 0.5825
C 11.8750 19.7762 -4.6391
C 16.1420 19.6456 -0.9966
C 7.1314 13.4696 1.0150
C 4.9081 19.7583 0.9005
C 5.0925 14.6938 -6.8434
C 14.8718 15.4868 1.7538
C 11.8998 17.1716 -6.0742
C 3.5052 11.0847 0.2723
C 7.8053 14.8331 -0.7832
C 11.4472 21.1234 -4.1258
C 13.8663 18.7913 -0.9451
C 6.6796 14.4421 -5.1163
C 10.3907 14.6857 2.7234
C 3.3111 14.6715 -8.3316
C 11.5090 20.8665 -8.1777
C 6.8485 18.5472 -6.4807
C 11.1731 17.2067 -8.2819
C 7.6017 21.4017 1.7804
H 11.5225 16.1742 -8.2800
H 15.1267 14.9431 2.6635
H 2.9680 10.7915 1.1743
H 5.9942 18.1731 -7.0450
H 11.0278 23.6337 -4.3379
H 7.3841 18.4948 -2.5692
H 5.4117 18.3340 2.3524
H 4.2959 17.7581 1.1582
H 3.3624 15.4668 -9.0752
H 6.8267 21.2097 2.5224
H 8.5690 19.0717 -4.6818
H 7.7682 18.4098 -7.0493
H 10.1701 21.4931 -6.6665
H 7.4335 22.2360 1.0994
H 12.7626 24.1450 -4.3617
H 12.2651 17.3654 -3.8528
H 6.6766 19.6156 -6.3499
H 15.1483 16.5198 1.9653
H 11.9484 17.9532 -8.4542
H 7.2178 15.3899 -5.1279
H 12.9165 19.6338 -4.3510
H 8.1854 16.9335 -0.7253
H 12.3309 16.1802 -6.2135
H 2.8807 10.8646 -0.5935
H 3.8275 13.8263 -8.7867
H 1.4110 15.4110 0.3889
H 6.6993 14.3021 -4.0355
H 9.0154 18.2206 -2.5617
H 10.4594 21.4844 -4.4124
H 11.9090 23.4764 -3.0062
H 8.3451 21.7096 2.5157
H 6.8595 13.2230 2.0413
H 8.8245 17.3169 -4.9155
H 15.5114 15.0085 1.0121
H 11.5331 20.9903 -3.0474
H 12.7105 17.8304 -6.3854
H 10.8142 16.6209 -4.2222
H 10.6764 19.1366 -1.2697
H 7.1807 13.7118 -5.7516
H 2.6301 16.4188 -0.2237
H 10.4137 13.8020 3.3611
H 6.5163 16.6188 -0.9377
H 16.8245 20.4326 -0.6760
H 2.3289 14.2240 -8.1797
H 10.3333 17.2589 -8.9748
H 9.9469 22.2485 -8.4096
H 16.4290 18.7914 -0.3833
H 7.8028 12.6770 0.6846
H 4.3673 10.4262 0.1663
H 8.8388 14.5290 -0.9494
H 2.4836 16.1718 1.5688
H 10.3121 15.3706 3.5676
H 5.9751 17.8946 0.7353
H 11.8852 19.9099 -5.7208
H 7.1109 14.1579 -1.2831
H 9.3834 20.7006 -7.9387
H 6.2188 13.2364 0.4665
H 16.3880 19.4925 -2.0474
H 9.4823 14.6456 2.1224
H 11.2719 17.8535 -0.1305
H 11.7201 17.8160 -1.7942
*
```

Its frontier orbital gap is 9.853 eV. The SMILES is COC(=O)OC.COC(=O)OC.COC(=O)OC.COC(=O)OC.COCCOCCOC.COCCOCCOC.CC#N.CC#N.CC#N. Its energy is -73415.8662 eV.

Among the records above, which one has the highest energy?
C30H61N3O18

Which value of energy does entry 1 give?
-166016.4509 eV